(one)
The following is a quantum chemistry calculation of one molecule with the formula C5H14N2, from the OMol25 dataset.

XYZ file:
```
21
Properties=species:S:1:pos:R:3
H -2.16 -1.50 0.12
C 0.48 -1.62 -0.81
H -1.17 -0.08 -0.69
C 1.06 2.85 1.09
N 0.50 0.65 0.20
H 0.26 0.34 -1.87
H -0.16 0.52 1.03
C -0.06 -0.22 -0.87
H 0.71 2.76 2.02
H 2.10 2.38 1.17
H 1.14 3.94 0.97
H -0.76 2.43 -0.25
H -2.34 -2.99 0.36
H 1.54 -1.69 -0.55
H 0.31 -1.94 -1.89
H -0.02 -3.44 0.20
H 0.86 2.42 -1.08
C 0.31 2.15 -0.01
H -0.30 -2.10 1.10
N -1.87 -2.42 -0.35
C -0.42 -2.44 0.12
```

Computed properties:
Structure (SMILES) ... CCNCCCN
LUMO energy ... 0.0338 hartree

Atomic partial charges in e from the Löwdin method, atoms 1 to 6: 0.069 -0.210 0.107 -0.130 -0.120 0.141

---

(two)
The following is a quantum chemistry calculation of one molecule with the formula C5H14N2, from the OMol25 dataset.

XYZ file:
```
21
Properties=species:S:1:pos:R:3
C 1.55 -0.72 0.90
C -1.78 -1.21 -2.24
N -0.58 -0.54 -1.53
H 2.73 1.65 1.20
H -0.87 0.36 1.82
H 1.02 -1.30 1.68
H -2.60 -0.56 -2.59
H 1.50 1.37 2.73
H 1.21 2.55 1.32
H -1.31 -1.77 -3.06
C -1.18 -0.28 -0.20
H 2.68 -0.53 1.14
H 1.42 -1.36 -0.13
N 0.93 0.61 0.66
C 1.67 1.58 1.61
H -0.55 0.30 -2.12
H -2.28 0.02 -0.21
H -0.84 1.63 0.39
H -2.26 -2.06 -1.62
C -0.49 0.71 0.81
H -0.98 -1.25 0.24
```

Computed properties:
Structure (SMILES) ... CNCCN(C)C
LUMO energy ... 0.0407 hartree

Atomic partial charges in e from the Löwdin method, atoms 1 to 6: -0.129 -0.148 -0.100 0.090 0.129 0.071

---

What should be chosen as the least stable of them? Choose (two).

---

(one)
The following is a quantum chemistry calculation of C5H14N2 as an isolated structure, from the OMol25 dataset.

XYZ file:
```
21
Properties=species:S:1:pos:R:3
H -1.26 1.83 -0.74
N -0.60 -2.47 -0.17
H 0.14 -3.16 -0.12
H -0.91 0.85 2.14
C 0.86 -0.17 0.98
C -1.14 1.98 0.33
H 0.98 1.11 -1.55
C -0.99 0.66 1.07
H 0.68 -0.97 1.69
H 1.87 -0.28 -2.18
C -0.20 -1.27 -0.84
C 1.63 0.27 -1.27
H 1.60 0.57 1.26
H -2.00 2.56 0.69
H -0.07 -1.46 -1.90
H -1.91 0.07 1.03
H -0.95 -2.28 0.77
H -0.25 2.61 0.46
H -1.02 -0.47 -0.48
N 1.00 -0.63 -0.32
H 2.54 0.66 -0.84
```

Computed properties:
LUMO energy ... 0.0412 hartree

Atomic partial charges in e from the Löwdin method, atoms 1 to 6: 0.056 0.020 0.074 0.058 -0.061 -0.165

---

(two)
The following is a quantum chemistry calculation of C5H14N2 as an isolated structure, from the OMol25 dataset.

XYZ file:
```
21
Properties=species:S:1:pos:R:3
H 1.63 -1.55 -0.82
H -4.15 -0.09 0.01
C -0.29 -2.07 0.07
H 2.06 0.93 1.46
H 3.17 0.93 -1.24
H 3.98 1.13 0.16
C 1.01 -1.27 0.03
N -0.32 0.77 -0.55
H 0.43 0.60 -1.38
H -0.10 -3.13 -0.06
H -4.35 1.58 -0.52
C -3.81 0.93 0.16
H -0.80 -1.93 1.01
H 1.64 -1.44 0.90
C 1.95 1.09 0.39
H -0.96 -1.71 -0.71
H 1.68 2.14 0.24
H -4.02 1.22 1.20
N 3.19 0.67 -0.26
C 0.78 0.23 -0.08
H -2.74 0.97 0.00
```

Computed properties:
LUMO energy ... 0.0276 hartree

Atomic partial charges in e from the Löwdin method, atoms 1 to 6: 0.112 0.008 -0.106 0.120 0.073 0.068

---

(three)
The following is a quantum chemistry calculation of a 2-piece molecular cluster, C5H14N2 overall, from the OMol25 dataset.

XYZ file:
```
21
Properties=species:S:1:pos:R:3
C -0.02 0.21 -0.39
N -0.26 1.94 -2.10
H -0.94 2.09 -0.14
H -0.13 -2.66 -0.19
H -0.79 2.73 -2.42
H 1.48 -2.00 -0.03
H -0.47 -1.38 4.02
H -0.80 0.26 4.67
H 0.83 -0.41 4.74
C -0.89 1.34 -0.92
H -1.90 0.96 -1.13
C 0.69 -2.21 -0.74
H 1.18 0.85 0.15
H 0.99 -0.55 -2.09
H 0.13 0.07 3.17
C -0.08 -0.37 4.15
H 1.03 -2.93 -1.48
H -0.22 1.28 -2.87
C 0.24 -0.91 -1.39
H -0.67 -1.06 -1.99
N 0.51 0.26 0.80
```

Computed properties:
Structure (SMILES) ... [H]/N=C(/CC)CN.C
LUMO energy ... 0.0243 hartree

Atomic partial charges in e from the Löwdin method, atoms 1 to 6: -0.387 0.003 0.108 0.075 0.065 0.065

---

What should be chosen as the least stable of them? Choose (two).

---

(one)
The following is a quantum chemistry calculation of one molecule with the formula C5H14N2, from the OMol25 dataset.

XYZ file:
```
21
Properties=species:S:1:pos:R:3
C 1.70 -1.69 -0.58
H 0.05 -1.00 1.77
H -2.98 1.78 -0.67
N -2.44 1.12 -1.22
H -0.82 1.53 0.39
C 1.61 0.33 0.98
C 0.13 0.02 1.36
H 1.70 1.41 1.00
H 1.64 -2.04 -1.61
C -1.85 0.03 -0.42
H -3.13 0.62 -1.78
H 2.99 0.02 -0.54
N -0.86 0.53 0.47
H 0.76 -1.99 -0.12
H -0.13 0.47 2.34
H 2.13 -0.10 1.85
H 1.39 0.35 -1.25
C 1.91 -0.19 -0.45
H -1.49 -0.75 -1.11
H -2.66 -0.54 0.08
H 2.53 -2.20 -0.09
```

Computed properties:
Structure (SMILES) ... CCCCNCN
LUMO energy ... 0.0416 hartree

Atomic partial charges in e from the Löwdin method, atoms 1 to 6: -0.118 0.111 0.061 -0.004 0.112 -0.192

---

(two)
The following is a quantum chemistry calculation of one molecule with the formula C5H14N2, from the OMol25 dataset.

XYZ file:
```
21
Properties=species:S:1:pos:R:3
N 0.81 -0.30 0.59
H -0.70 -0.92 -0.67
H -1.15 3.09 -0.84
H -2.33 0.85 -2.14
C -1.39 1.15 0.01
C -0.58 -0.35 0.23
H 0.85 -2.28 1.33
H 1.38 -0.05 -0.23
H 3.35 -1.72 -0.22
H 2.39 -1.17 1.90
H -3.06 -0.14 -0.91
H -1.73 1.44 1.02
H 0.15 2.12 -1.36
C -2.60 0.94 -1.02
C -0.45 2.31 -0.50
N 2.46 -2.15 -0.12
C 1.61 -1.51 1.00
H 0.07 2.79 0.36
H -1.24 -0.91 0.89
H 2.80 -3.09 0.23
H -3.21 1.82 -0.91
```

Computed properties:
Structure (SMILES) ... CC(C)CNCN
LUMO energy ... 0.0402 hartree

Atomic partial charges in e from the Löwdin method, atoms 1 to 6: -0.105 0.083 0.061 0.088 -0.317 -0.211

---

(three)
The following is a quantum chemistry calculation of one molecule with the formula C5H14N2, from the OMol25 dataset.

XYZ file:
```
21
Properties=species:S:1:pos:R:3
H 0.72 0.35 1.83
H -0.90 1.94 3.18
H -1.66 0.84 -0.97
C 1.11 -1.31 -1.16
H 0.98 2.08 1.82
H -1.20 -0.31 0.21
H 2.00 -1.15 -1.74
H -0.83 -1.17 -2.01
H 1.48 -0.95 -0.18
H 1.01 1.29 -0.41
H -1.70 0.67 2.24
H -1.54 2.36 1.68
C -0.08 -0.48 -1.59
H 0.12 0.17 -2.45
H -0.09 -2.93 -0.79
H 1.10 -3.26 -1.83
C -1.04 1.53 2.20
N 0.12 1.39 0.03
N 0.88 -2.74 -0.99
C -0.77 0.38 -0.53
C 0.30 1.31 1.47
```

Computed properties:
Structure (SMILES) ... CCNCCCN
LUMO energy ... 0.0417 hartree

Atomic partial charges in e from the Löwdin method, atoms 1 to 6: 0.103 0.056 0.110 -0.295 0.104 0.107

---

What should be chosen as the least stable of them? Choose (two).

---

(one)
The following is a quantum chemistry calculation of one molecule with the formula C5H14N2, from the OMol25 dataset.

XYZ file:
```
21
Properties=species:S:1:pos:R:3
C 1.23 -1.50 -0.02
H 0.53 -1.50 -0.86
H 0.02 1.99 -1.41
H 0.19 0.43 -1.88
C 0.29 0.65 1.03
N 1.21 -1.24 2.38
H -2.61 1.41 -1.37
H 1.30 0.89 0.76
H 2.21 -1.18 2.33
C 0.44 -0.89 1.15
H 0.88 -0.73 3.19
H -1.71 1.06 0.33
H -1.78 1.52 -3.10
N -0.80 0.76 0.05
C -1.90 1.04 -2.14
H -2.22 0.01 -2.11
H 1.83 -2.42 0.06
H 2.06 -0.88 -0.38
C -0.55 1.04 -1.41
H -0.49 -1.43 1.39
H -0.13 0.98 2.00
```

Computed properties:
Structure (SMILES) ... CCNC[C@@H](C)N
LUMO energy ... 0.0407 hartree

Atomic partial charges in e from the Löwdin method, atoms 1 to 6: -0.079 0.062 0.104 0.076 -0.175 -0.006

---

(two)
The following is a quantum chemistry calculation of one molecule with the formula C5H14N2, from the OMol25 dataset.

XYZ file:
```
21
Properties=species:S:1:pos:R:3
H -0.97 1.23 -1.08
H -1.12 -0.06 1.44
H 0.31 -2.08 2.00
H -3.29 1.55 -0.69
C -0.49 0.25 0.60
H 0.07 1.12 0.97
C 1.05 -1.37 1.64
H 2.55 -0.31 -0.17
C -2.59 1.20 0.06
H 0.52 0.16 -2.25
H 1.99 -0.62 -2.65
H 1.98 1.06 -2.18
N 1.61 -0.26 -0.54
C 0.58 -0.84 0.31
C 1.56 0.08 -1.92
N -1.42 0.52 -0.51
H 1.15 -0.55 2.34
H 1.99 -1.93 1.59
H -2.36 1.96 0.80
H 0.08 -1.57 -0.33
H -3.22 0.45 0.57
```

Computed properties:
Structure (SMILES) ... CNC[C@H](C)NC
LUMO energy ... 0.0420 hartree

Atomic partial charges in e from the Löwdin method, atoms 1 to 6: 0.087 0.107 0.082 0.072 -0.233 0.122

---

What should be chosen as the least stable of them? Choose (one).

---

(one)
The following is a quantum chemistry calculation of a 2-piece molecular cluster, C4H10O overall, from the OMol25 dataset.

XYZ file:
```
15
Properties=species:S:1:pos:R:3
H -0.79 0.03 1.83
H 0.62 -1.76 0.65
H -3.00 0.09 0.83
H 0.10 -1.13 -0.91
H -0.93 1.78 -1.23
H 1.65 0.46 1.21
C -0.93 -0.31 0.80
O 2.61 -0.56 -0.33
H 1.25 1.02 -0.43
C 0.30 -0.85 0.13
H -1.22 1.90 -1.90
H -2.33 -0.59 -0.76
H 3.35 0.06 -0.35
C 1.48 0.12 0.17
C -2.14 -0.27 0.27
```

Computed properties:
Structure (SMILES) ... C=CCCO.[H][H]
LUMO energy ... 0.0372 hartree

Atomic partial charges in e from the Löwdin method, atoms 1 to 6: 0.102 0.122 0.053 0.118 0.015 0.119

---

(two)
The following is a quantum chemistry calculation of C4H10O as an isolated structure, from the OMol25 dataset.

XYZ file:
```
15
Properties=species:S:1:pos:R:3
H -3.17 0.26 0.55
C -0.98 -0.33 0.48
H 1.37 1.59 0.46
C 2.04 0.66 -0.07
C 1.21 -0.72 -0.22
H -2.22 1.55 -0.68
C -2.30 0.30 -0.27
O -0.06 -0.42 -0.73
H 2.53 0.98 -1.22
H -2.69 -0.33 -1.40
H 1.13 -1.24 0.86
H -1.00 -1.46 1.02
H 2.96 0.28 0.90
H -0.59 0.43 1.25
H 1.76 -1.54 -0.94
```

Computed properties:
LUMO energy ... 0.0368 hartree

Atomic partial charges in e from the Löwdin method, atoms 1 to 6: 0.063 -0.257 0.104 -0.147 -0.391 0.129

---

(three)
The following is a quantum chemistry calculation of a 2-piece molecular cluster, C4H10O overall, from the OMol25 dataset.

XYZ file:
```
15
Properties=species:S:1:pos:R:3
H -2.36 -0.99 -0.98
H 0.89 -1.61 -1.25
H 1.89 1.22 0.95
C -1.90 -0.44 -0.15
C 0.54 -1.04 -0.36
H -0.43 0.38 -1.55
H 0.34 -1.80 0.44
H 2.13 1.19 -0.84
H -2.45 0.47 0.06
H -1.90 -1.10 0.73
H 2.53 -0.28 0.16
O -0.15 1.30 0.37
H -0.56 2.19 0.29
C -0.52 -0.03 -0.55
C 1.93 0.57 0.06
```

Computed properties:
LUMO energy ... 0.0327 hartree

Atomic partial charges in e from the Löwdin method, atoms 1 to 6: 0.083 0.087 0.044 -0.081 -0.038 0.122

---

What should be chosen as the least stable of them? Choose (two).

---

(one)
The following is a quantum chemistry calculation of a 2-piece molecular cluster, C7H9NO2 overall, from the OMol25 dataset.

XYZ file:
```
19
Properties=species:S:1:pos:R:3
H -0.59 0.75 -0.89
C 1.73 -1.44 0.10
O -2.01 -0.56 -1.07
H 3.65 -0.65 0.45
H 1.02 2.44 -0.34
H 1.86 -2.56 -0.03
C -1.79 -0.04 -0.04
H -1.49 2.11 -0.63
C 2.68 -0.43 0.24
N 2.36 0.96 0.27
C -1.42 1.44 0.29
H -2.26 1.86 0.90
C 0.19 0.32 -0.57
H -2.38 -1.66 1.07
C 1.13 1.31 -0.24
O -2.14 -0.65 1.14
H -0.31 -1.78 -0.77
H -0.44 1.62 0.84
C 0.43 -1.03 -0.29
```

Computed properties:
Structure (SMILES) ... c1ccncc1.CC(=O)O
LUMO energy ... 0.0157 hartree

Atomic partial charges in e from the Löwdin method, atoms 1 to 6: -0.029 -0.058 0.094 0.061 0.149 0.125

---

(two)
The following is a quantum chemistry calculation of one molecule with the formula C7H9NO2, from the OMol25 dataset.

XYZ file:
```
19
Properties=species:S:1:pos:R:3
H -0.09 -1.97 1.59
H 1.86 -1.48 1.14
H -1.03 -0.57 2.26
C -0.50 -0.29 0.21
O -2.69 -0.06 -0.60
H 2.82 -0.04 0.90
C -0.97 0.98 -1.86
C 1.27 0.94 -0.88
H 1.63 -0.04 2.16
C 0.45 1.24 -1.93
O -1.78 1.33 -2.72
C 1.82 -0.39 1.10
C -1.36 0.22 -0.71
H -2.94 -0.16 0.36
N 0.87 0.13 0.15
C -0.81 -1.19 1.35
H 0.80 1.89 -2.72
H 2.35 1.15 -0.86
H -1.72 -1.71 1.06
```

Computed properties:
Structure (SMILES) ... Cc1c(O)c(=O)ccn1C
LUMO energy ... 0.0158 hartree

Atomic partial charges in e from the Löwdin method, atoms 1 to 6: 0.075 0.084 0.119 -0.168 0.061 0.077

---

What should be chosen as the least stable of them? Choose (one).